# 1
Molecular formula: C5H11N3
Method: DFT, ωB97M-V/def2-TZVPD

```
19
Properties=species:S:1:pos:R:3:forces:R:3
H 3.61104 -1.08861 -0.10340 0.32 -0.28 -0.35
N 3.48674 -1.18370 0.90151 0.16 0.44 -0.62
C 2.30332 -0.81939 1.18641 1.39 -0.81 2.06
N 1.27082 -0.57194 0.37862 -0.34 0.66 -2.70
N 0.17536 0.16440 0.82514 -0.45 -0.16 0.14
C -1.04361 -0.64608 0.75223 0.69 -0.56 -0.74
C -0.82771 0.42963 -0.23978 0.48 -1.08 1.29
C -1.53679 1.65403 0.06328 -1.56 1.73 0.13
C -0.77465 -0.04640 -1.65561 -1.01 1.64 -0.94
H 2.11322 -0.85000 2.26302 -0.72 0.29 -0.22
H 1.42943 -0.26610 -0.58844 0.82 -0.65 0.60
H -0.86688 -1.61819 0.29479 -0.17 -0.09 0.53
H -1.66980 -0.59566 1.59715 -0.90 0.15 0.70
H -2.57833 1.37722 -0.22204 0.23 0.92 0.56
H -1.23950 2.55004 -0.50720 0.03 -0.42 -0.02
H -1.41080 1.91346 1.14255 -0.50 -0.32 -0.87
H -0.31072 0.69068 -2.33957 -0.03 -0.29 0.33
H -0.27755 -0.97784 -1.74623 0.27 -0.97 -0.25
H -1.85359 -0.11553 -2.00241 1.27 -0.22 0.36
```
Positions in Å, forces in eV/Å.

SMILES = [H]/N=C\NN1CC1(C)C
Energy = -9830.8880 eV
Gap between HOMO and LUMO = 9.305 eV
E_HOMO = -8.51 eV

---

# 2
Molecular formula: C5H7N
Method: DFT, ωB97M-V/def2-TZVPD

```
13
Properties=species:S:1:pos:R:3:forces:R:3
C 2.20773 0.75310 -0.07073 -2.52 -3.29 0.06
N 1.38579 -0.18651 -0.42901 -0.71 0.49 1.76
C 0.15353 -0.52582 0.57209 3.20 1.08 -0.84
C -0.81963 -1.42610 -0.15518 -0.12 0.43 0.70
C -1.08257 -0.01944 0.00559 2.49 -1.95 1.33
C -1.74414 1.03094 -0.23493 -0.06 1.85 -0.06
H 3.10166 0.77690 -0.65971 0.40 0.84 -0.19
H 2.01702 1.21297 0.88433 0.57 0.80 0.27
H 0.50978 -0.55609 1.62494 -0.70 -0.12 -0.79
H -1.49084 -2.07882 0.33016 -0.35 -0.84 0.78
H -0.42899 -1.75294 -1.05913 0.50 -0.67 -1.68
H -1.34049 1.96153 0.13409 -0.67 0.40 -0.25
H -2.46884 0.81029 -0.94249 -2.02 0.97 -1.08
```
Positions in Å, forces in eV/Å.

SMILES = C=N[C@@H]1CC1=C
Energy = -6784.5803 eV
Gap between HOMO and LUMO = 10.510 eV
E_HOMO = -9.38 eV